[1]
94
Properties=species:S:1:pos:R:3:forces:R:3 method="wB97M-V/def2-TZVPD" charge=-2 homo_lumo_gap_ev=4.27
Sc -1.084068 -0.161105 -0.695290 0.26 0.12 0.16
C -3.083068 -0.411205 -5.019690 0.03 -0.02 -0.05
C -2.147368 0.145495 -4.145490 0.13 -0.02 -0.11
N -1.889268 -0.685105 -3.151190 0.22 0.36 0.60
N -2.628268 -1.776405 -3.351290 -0.42 -0.24 -0.41
C -3.365868 -1.642005 -4.467590 -0.02 0.00 -0.09
B -2.571168 -2.943705 -2.359490 0.21 0.36 0.16
N -3.242868 -2.530805 -1.043990 -0.35 -0.47 -0.31
C -4.405768 -2.963105 -0.527090 0.15 0.03 0.02
C -4.579768 -2.369905 0.703510 0.06 -0.02 -0.16
C -3.451168 -1.565705 0.861610 -0.32 0.11 0.33
N -2.664868 -1.666705 -0.197990 0.07 0.34 -0.03
N -1.077968 -3.236305 -2.112690 -0.19 -0.48 -0.14
C -0.453968 -4.392405 -2.385690 0.18 -0.20 0.04
C 0.902232 -4.199305 -2.247590 -0.12 -0.02 -0.10
C 1.010732 -2.857305 -1.881990 0.03 0.03 -0.15
N -0.185468 -2.293805 -1.798590 0.25 0.63 0.19
H -3.491268 0.029695 -5.909090 -0.07 0.01 -0.11
H -1.654668 1.095595 -4.191490 0.06 0.25 0.12
H -4.028468 -2.418005 -4.801490 -0.07 -0.18 0.04
H -3.108968 -3.914305 -2.806490 -0.13 -0.13 -0.09
H -5.028768 -3.653005 -1.065090 0.02 -0.14 -0.12
H -5.392568 -2.501305 1.387310 -0.13 -0.01 0.16
H -3.160868 -0.963705 1.700710 0.16 0.24 0.17
H -1.005468 -5.274805 -2.644290 -0.18 -0.09 -0.09
H 1.687632 -4.910505 -2.408090 0.13 -0.12 0.03
H 1.909532 -2.299605 -1.700290 0.05 0.23 0.16
S -1.553568 1.360995 1.666210 -0.51 -0.08 -1.22
C -1.546468 1.413295 3.419010 0.27 -0.06 0.36
C -1.630068 2.688895 3.983010 0.00 0.09 -0.22
C -1.535868 2.915295 5.343210 0.00 0.34 0.24
C -1.340468 1.838895 6.197110 0.04 0.11 0.21
C -1.293168 0.565095 5.673610 -0.01 0.22 0.24
C -1.430868 0.309495 4.302910 -0.07 -0.07 -0.04
S -1.453168 -1.329905 3.796110 0.07 -0.67 -0.25
H -1.764468 3.520295 3.302310 0.01 0.09 -0.04
H -1.603768 3.926095 5.736910 0.00 -0.01 -0.04
H -1.233068 1.994795 7.265910 -0.01 0.01 0.03
H -1.151768 -0.285905 6.330110 -0.03 -0.02 -0.06
C -4.638068 3.171795 -2.419390 -0.18 0.15 -0.13
C -4.907268 1.825595 -2.255690 -0.19 -0.07 0.04
C -3.951268 0.984895 -1.711590 0.29 -0.28 0.30
C -2.667568 1.403995 -1.300190 -0.38 0.24 -0.16
C -2.463468 2.790795 -1.460890 0.41 -0.36 0.22
C -3.407768 3.650795 -2.006390 0.11 0.20 -0.04
H -5.379068 3.834495 -2.856790 0.03 0.01 0.03
H -5.871968 1.422795 -2.548890 -0.01 -0.01 -0.02
H -4.235068 -0.060805 -1.613290 0.07 -0.06 -0.01
H -1.521868 3.229995 -1.133690 -0.02 -0.07 -0.04
H -3.182368 4.709395 -2.115490 0.04 -0.06 0.05
Cl 5.446732 3.693295 0.321010 0.25 0.26 -0.08
C 4.027532 3.612495 1.328610 -0.10 0.01 0.08
C 3.667132 4.765795 2.011910 -0.15 0.00 0.02
C 2.556032 4.760495 2.833710 0.14 0.06 -0.01
C 1.854932 3.581095 3.037610 0.03 -0.11 -0.09
C 2.255232 2.426195 2.395410 0.00 -0.01 -0.02
Cl 1.460932 0.937195 2.751910 0.36 0.10 0.17
C 3.309332 2.422595 1.449410 -0.09 0.47 0.47
N 3.548732 1.243995 0.782910 -0.22 -0.55 0.09
C 4.268532 1.118495 -0.433390 -0.02 -0.13 -0.47
C 5.521232 0.517995 -0.413690 -0.12 -0.12 -0.10
C 6.207132 0.282795 -1.593590 -0.03 0.03 -0.08
C 5.637032 0.656995 -2.802690 0.08 0.01 0.02
C 4.389132 1.256495 -2.821290 -0.06 0.07 -0.01
C 3.678932 1.494195 -1.651590 0.31 -0.18 0.42
C 2.334432 2.151195 -1.696590 -0.59 -0.21 0.02
C 1.143032 1.179795 -1.495790 1.11 0.95 -0.67
O 0.246232 1.165895 -2.337990 -0.77 -0.25 -0.04
O 1.121332 0.462495 -0.460490 -0.38 -0.64 0.52
H 4.254632 5.662695 1.877410 0.04 0.01 -0.05
H 2.247232 5.667595 3.332010 -0.02 0.05 0.05
H 0.991432 3.546895 3.685010 -0.08 -0.10 0.10
H 2.655532 0.744895 0.717110 0.35 0.16 0.01
H 5.945032 0.229495 0.538810 -0.05 0.02 0.06
H 7.175832 -0.199105 -1.574690 0.04 0.01 0.02
H 6.162632 0.486195 -3.732990 0.03 -0.03 -0.03
H 3.944232 1.562295 -3.758190 -0.01 -0.03 -0.12
H 2.184232 2.635495 -2.662790 0.01 0.01 0.13
H 2.239032 2.899995 -0.903490 0.05 0.02 -0.07
C 3.637532 -2.739505 1.526610 -0.10 0.08 0.03
C 2.153232 -2.819005 1.460710 -0.14 -0.06 -0.06
C 1.234532 -3.796705 1.773210 0.20 0.17 -0.08
C -0.019668 -3.266705 1.417010 0.21 0.10 -0.14
N 0.127932 -2.048405 0.913810 -0.39 0.27 -0.08
N 1.437332 -1.800305 0.957110 0.35 -0.21 0.17
C -1.335668 -3.933005 1.583410 -0.09 0.20 -0.02
H 4.056032 -3.664605 1.913510 0.04 -0.06 0.02
H 3.948432 -1.915005 2.167010 0.09 0.05 0.07
H 4.039832 -2.556505 0.529110 0.15 -0.03 -0.03
H 1.423232 -4.758005 2.206910 0.08 -0.20 0.11
H 1.779032 -0.921405 0.598010 -0.23 -0.15 0.02
H -1.204868 -4.916105 2.031410 0.02 -0.07 0.02
H -1.845968 -4.038105 0.628110 -0.07 -0.08 -0.08
H -1.950068 -3.314305 2.235210 -0.12 -0.07 0.08



[2]
65
Properties=species:S:1:pos:R:3:forces:R:3 method="wB97M-V/def2-TZVPD" charge=0 homo_lumo_gap_ev=5.53
P 0.752776 2.298936 -3.240870 -0.14 -0.73 -0.29
P -2.498156 1.134859 -2.644781 0.05 0.27 -0.55
C -0.528694 2.116839 -4.538080 0.20 0.66 -0.64
C -1.988110 2.231791 -4.068710 -0.01 -0.02 0.03
H -0.344229 1.155053 -5.043332 -0.06 0.27 0.19
H -0.292883 2.922065 -5.250022 -0.43 -0.28 -0.39
H -2.198991 3.261193 -3.740422 0.06 -0.20 -0.13
H -2.662005 1.998639 -4.907188 0.11 0.25 0.09
C -2.812852 -0.421780 -3.576915 -0.17 -0.11 0.11
H -2.878603 -1.250174 -2.864141 0.03 0.04 -0.23
H -2.004317 -0.635908 -4.287079 -0.13 0.04 0.20
H -3.765779 -0.331513 -4.110649 0.21 -0.11 -0.11
C -4.215312 1.754596 -2.485840 -0.20 -0.07 0.00
H -4.816641 1.457320 -3.356719 0.00 0.22 0.24
H -4.188466 2.849920 -2.402759 -0.12 -0.30 0.07
H -4.648085 1.326996 -1.572144 -0.08 0.20 -0.26
C 2.259761 1.721467 -4.072590 0.36 0.66 -0.61
H 2.969954 1.343078 -3.325939 -0.24 0.12 -0.34
H 2.710945 2.567879 -4.603507 0.20 -0.32 -0.30
H 2.003449 0.913250 -4.770605 0.16 0.22 0.13
C 0.985366 4.072942 -2.992274 0.16 0.43 -0.74
H 0.041609 4.533773 -2.672941 0.28 -0.07 -0.03
H 1.312063 4.501681 -3.947907 -0.01 0.43 0.22
H 1.758361 4.237847 -2.229913 -0.24 -0.01 -0.17
Cd -0.956207 0.824284 3.133913 1.35 -0.60 0.08
C -1.190343 -0.900530 -0.620222 -0.04 -0.72 1.35
C -0.527092 -1.867525 -1.260211 -0.91 -0.42 -1.03
C 0.571935 -1.502754 -2.208778 1.17 -0.23 0.54
C 1.960982 -1.477315 -1.528075 -0.01 -0.62 -0.30
C 2.468358 -0.110279 -1.267316 0.00 1.49 0.21
C 1.743568 1.036473 -1.221438 0.48 -0.77 2.20
C 0.277170 1.168177 -0.813129 -1.15 -0.09 -0.32
C -0.382098 0.134976 0.132051 0.09 0.89 -0.88
C 1.162504 1.230570 2.815072 0.45 1.14 0.01
H -2.277420 -0.940676 -0.450407 0.58 -0.63 0.86
H -0.810502 -2.927243 -1.211459 -0.70 0.49 -0.74
H 0.354608 -0.520839 -2.659597 0.15 -0.29 0.16
H 0.605989 -2.206125 -3.054299 -0.19 0.00 0.38
H 1.948436 -2.082687 -0.601786 -0.01 0.12 -0.32
H 2.677455 -1.969246 -2.203982 -0.02 0.09 0.26
H 3.555156 -0.041931 -1.131512 -0.29 0.17 -0.45
H 2.320849 1.975481 -1.135943 -0.18 -0.59 0.12
H -0.374102 1.165791 -1.728939 0.88 -0.08 1.90
H 0.105083 2.177055 -0.374822 0.43 -0.39 -0.36
H 0.371499 -0.340646 0.786914 -0.72 0.07 -0.26
H -1.097574 0.716476 0.750118 0.19 -0.23 -0.13
H 1.589177 1.348306 3.822711 -0.36 0.09 -0.26
H 1.325846 2.145717 2.231689 0.15 -0.32 0.14
H 1.683418 0.388176 2.347337 -0.57 0.02 -0.07
O -1.297351 -0.233300 7.006686 0.16 0.37 -0.06
S -0.181764 -0.481768 6.140009 -0.18 -1.85 -1.72
O 0.945878 0.417960 6.125577 -0.57 -0.14 0.22
N -0.688349 -0.799199 4.572897 -0.82 1.23 0.29
C -0.239160 -1.950446 3.984607 -0.01 1.07 -0.72
O -0.211666 -2.110185 2.755838 -0.31 -0.21 1.53
C 0.255280 -2.836216 5.059468 0.81 -0.89 0.15
C 0.721426 -4.148269 4.938334 -0.04 0.44 0.14
C 1.234436 -4.775503 6.075436 -0.01 0.20 0.35
C 1.292696 -4.103426 7.316600 -0.11 0.26 -0.39
C 0.852562 -2.770563 7.419002 0.01 -0.42 -0.35
C 0.344777 -2.170900 6.271382 0.58 -0.44 1.06
H 0.702887 -4.617727 3.952969 -0.02 0.01 0.38
H 1.610981 -5.797117 6.000814 -0.12 0.30 0.06
H 1.710046 -4.610601 8.192414 -0.21 0.19 -0.37
H 0.889466 -2.197176 8.345401 0.10 -0.31 -0.16



[3]
55
Properties=species:S:1:pos:R:3:forces:R:3 method="wB97M-V/def2-TZVPD" charge=0 homo_lumo_gap_ev=8.56
C 0.046199 -4.555221 1.534479 -0.35 0.43 -0.25
C -0.214776 -3.141831 1.026166 0.61 -0.31 0.23
I -1.347141 -2.095210 2.533165 -0.17 0.09 -0.22
C 1.090220 -2.388691 0.758180 -0.90 0.31 -0.46
Si 0.929059 -0.955083 -0.453252 0.86 -0.53 -0.19
O -0.111243 -1.343242 -1.702073 -0.28 0.73 0.53
Si -1.475442 -0.432604 -2.073544 -0.19 -0.28 -0.63
C -1.925309 -0.902953 -3.828812 -0.03 -0.11 0.82
C -2.877420 -0.769707 -0.880143 -0.04 0.08 -0.18
C -4.271402 -0.775569 -1.524961 -0.15 0.13 0.16
C -5.199774 0.232188 -0.908783 -0.43 0.56 0.15
F -6.473595 0.083065 -1.371619 0.73 0.18 0.23
F -5.256390 0.124058 0.441863 -0.02 0.10 -0.59
F -4.816740 1.518040 -1.189189 -0.27 -0.85 0.21
P 0.355754 0.938837 0.609049 -1.05 0.61 0.24
N 1.393115 2.062920 -0.150991 0.05 -0.44 0.05
O 1.161675 0.693523 2.035222 0.72 -0.20 -0.08
H 0.341707 -5.171065 0.691552 0.30 -0.16 -0.12
H -0.860757 -4.980929 1.940145 -0.12 -0.21 0.21
H 0.825718 -4.529562 2.282611 0.15 -0.19 0.26
H -0.791406 -3.209028 0.113097 -0.51 0.24 0.01
H 1.774977 -3.096870 0.299509 0.36 -0.11 0.05
H 1.481283 -2.000237 1.690622 0.44 -0.07 0.16
H 2.260382 -0.757469 -1.081967 0.00 -0.03 0.00
H -1.187417 1.019382 -2.059974 0.27 0.01 0.14
H -1.021680 -1.076178 -4.396789 0.16 0.01 -0.29
H -2.500413 -1.823630 -3.800613 -0.07 -0.24 -0.17
H -2.531820 -0.135775 -4.291071 -0.07 0.20 -0.24
H -2.738262 -1.711239 -0.364264 0.18 -0.26 0.10
H -2.840822 -0.019109 -0.098023 0.10 0.19 0.20
H -4.271460 -0.574030 -2.589606 0.02 0.10 -0.24
H -4.748691 -1.738865 -1.399023 -0.13 -0.23 0.04
H 1.132355 3.008134 0.076507 -0.08 0.26 -0.22
H 1.469449 1.937674 -1.149985 0.27 0.09 -0.16
H 0.560496 0.872074 2.752876 -0.45 -0.08 0.36
N 1.788450 2.445904 5.045930 -0.07 0.00 0.01
C 1.762230 1.558434 6.087224 0.00 0.00 -0.05
C 1.759124 2.278878 7.250552 0.00 0.02 0.02
C 1.784122 3.655720 6.896307 -0.01 -0.01 0.03
C 1.800609 3.725345 5.529821 -0.01 -0.03 -0.02
H 1.800913 2.197076 4.074908 0.15 -0.01 -0.10
H 1.749085 0.496660 5.911496 0.01 -0.02 0.01
H 1.742012 1.866809 8.244937 0.00 -0.01 0.02
H 1.789473 4.496579 7.568477 0.00 0.01 0.01
H 1.819884 4.570425 4.864226 0.01 0.02 0.00
N 1.886548 0.104009 -3.861931 -0.05 0.05 -0.01
C 3.100982 0.635516 -3.518427 -0.03 0.01 0.01
C 3.494586 1.471823 -4.528846 -0.01 0.02 -0.01
C 2.478788 1.444653 -5.521949 0.01 0.02 -0.01
C 1.501795 0.593362 -5.080958 -0.01 -0.03 0.04
H 1.357160 -0.547118 -3.306790 0.04 -0.06 0.01
H 3.577834 0.375794 -2.590112 0.03 -0.01 0.01
H 4.409047 2.039441 -4.554067 0.02 0.01 0.00
H 2.467289 1.987652 -6.451556 0.00 0.01 -0.01
H 0.569641 0.297242 -5.529606 -0.01 0.01 -0.03



[4]
65
Properties=species:S:1:pos:R:3:forces:R:3 method="wB97M-V/def2-TZVPD" charge=-2 homo_lumo_gap_ev="3.45 / 3.45"
Ti 0.092836 -1.175276 -0.155665 0.07 -0.01 -0.02
Cl -0.538226 -1.313065 3.097637 -0.08 -0.01 0.11
C -1.961809 -1.885833 2.270995 0.10 -0.03 -0.38
C -1.884623 -2.026630 0.879739 0.18 0.05 0.28
C -3.061450 -2.493350 0.298005 0.06 0.00 -0.07
Cl -3.111025 -2.749054 -1.428091 0.00 0.00 0.03
C -4.229573 -2.772390 1.012732 -0.08 -0.03 -0.01
Cl -5.665795 -3.335013 0.210429 0.06 0.03 0.06
C -4.252644 -2.594971 2.392104 0.18 0.05 -0.09
Cl -5.686791 -2.922018 3.301883 -0.01 0.00 0.02
C -3.095456 -2.150271 3.028568 -0.07 -0.01 0.17
Cl -3.097655 -1.920019 4.751518 -0.05 -0.02 -0.07
I 0.209155 -4.339642 -1.322034 0.04 0.08 -0.03
C 0.019824 -2.739812 -2.664488 0.02 -0.33 -0.09
C 0.024606 -2.975929 -4.008076 0.01 0.06 0.00
C -0.047563 -1.922823 -4.928450 0.01 0.03 -0.16
C -0.034733 -0.628455 -4.357086 0.00 -0.19 0.05
C -0.021383 -0.438746 -3.013790 -0.04 0.18 -0.18
N -0.076389 -1.483761 -2.054109 -0.06 0.17 0.29
H 0.080093 -4.003616 -4.344761 0.01 -0.03 0.02
H -0.068757 -2.091456 -5.995072 -0.01 -0.01 -0.01
H -0.022660 0.253484 -4.988573 0.00 0.04 0.02
H 0.002302 0.563079 -2.612496 0.00 -0.02 0.06
C 2.108182 -1.141939 0.101069 0.29 0.06 -0.11
C 3.513246 -0.801267 -0.111414 -0.02 -0.05 0.05
C 4.550280 -1.401956 0.617696 -0.03 -0.02 0.03
C 5.869444 -1.029136 0.402903 0.04 0.05 -0.05
C 6.188751 -0.058782 -0.539604 -0.03 -0.03 0.03
C 5.168493 0.538437 -1.272448 0.08 0.03 -0.01
C 3.851426 0.171114 -1.058365 -0.10 0.04 -0.05
H 4.282009 -2.159569 1.341367 -0.02 -0.02 0.00
H 6.660466 -1.502609 0.974603 0.00 -0.01 0.01
H 7.221100 0.228856 -0.704279 0.01 0.00 0.00
H 5.406840 1.293766 -2.013439 -0.02 0.00 0.00
H 3.052433 0.629504 -1.631511 0.00 -0.02 0.01
O 2.227386 -2.997327 1.552212 0.04 0.06 -0.04
N 1.653681 -2.096314 0.839404 -0.69 0.00 0.10
C 1.219076 3.519242 0.912760 -0.05 -0.03 -0.02
Si 0.491844 1.882866 1.550888 0.16 0.09 0.05
C -0.678854 2.379332 2.954135 -0.06 -0.01 -0.08
C 1.968977 1.082321 2.402033 -0.05 0.00 0.00
C -0.339891 0.978008 0.162675 0.01 -0.15 0.09
Si -2.055258 1.574973 -0.201144 -0.10 0.07 -0.16
C -2.765069 0.947068 -1.827417 0.04 -0.03 0.05
C -3.347739 1.184754 1.113208 0.07 0.02 0.08
C -2.155296 3.470409 -0.389560 0.04 -0.04 0.09
H 1.786094 4.028498 1.696836 0.01 0.02 0.05
H 0.441880 4.197003 0.554577 0.00 0.02 -0.02
H 1.904676 3.324992 0.083830 0.02 -0.01 -0.03
H -0.109577 2.843791 3.763127 0.06 0.03 0.00
H -1.195020 1.512012 3.365614 -0.02 -0.03 0.04
H -1.430278 3.096744 2.616061 -0.01 0.00 0.04
H 2.223860 1.683756 3.280946 0.00 0.02 0.03
H 2.837964 1.071007 1.744030 0.04 -0.03 -0.05
H 1.789398 0.057658 2.722730 0.03 -0.04 0.00
H 0.276988 1.254021 -0.713770 -0.01 0.03 0.01
H -2.656671 -0.132591 -1.929369 0.02 -0.02 -0.04
H -2.276567 1.410601 -2.686066 0.02 -0.01 -0.03
H -3.831154 1.186559 -1.876456 -0.04 0.03 0.02
H -3.488926 0.113769 1.246202 -0.01 -0.07 0.00
H -4.305310 1.610153 0.800624 -0.03 0.04 -0.03
H -3.089202 1.615857 2.081420 -0.04 -0.04 0.01
H -1.435368 3.831861 -1.127123 0.04 0.00 -0.03
H -1.952056 3.983782 0.553427 0.00 0.04 -0.01
H -3.154541 3.764342 -0.723328 -0.04 -0.02 -0.01